1.
DFT (wB97M-V/def2-TZVPD) results for a cluster of 2 separate species, C6H9FO in total.

## Properties
* charge: 0
* LUMO: -0.4 eV
* max |F|: 0.1189 Eh/bohr
* M: 116.1 g mol⁻¹
* HOMO energy: -0.333 Eh

Each line ends with the Mulliken charge.
Positions of all 17 atoms, in Å:
1 F -3.4762 0.3360 0.2713  -0.262
2 O 1.7278 -1.4506 0.6673  -0.623
3 C 2.0104 0.9648 -0.2451  -1.283
4 C -0.5341 1.2607 0.4411  -1.039
5 C 1.2362 -0.4343 -0.2502  0.660
6 C -1.2905 -0.9278 -0.2901  -0.233
7 C -2.6292 -0.7549 -0.1904  -0.215
8 C -0.1592 -0.0328 0.0054  0.208
9 H 3.0970 0.4109 -0.2258  0.308
10 H 0.2489 2.0247 0.5014  0.165
11 H -1.0560 -2.0034 -0.7076  0.189
12 H 1.3481 -0.9259 -1.1646  0.382
13 H 1.7873 1.4662 -1.3712  0.254
14 H -3.1982 -1.5747 -0.3497  0.385
15 H 1.8352 1.5498 0.6620  0.443
16 H 0.6804 -1.4541 1.6865  0.370
17 H -1.6280 1.5454 0.5597  0.290

2.
DFT (wB97M-V/def2-TZVPD) results for a structure of composition C6H9IN2OS.

## Properties
* charge: 0
* LUMO: 0.1 eV
* max |F|: 0.0875 Eh/bohr
* M: 284.1 g mol⁻¹
* HOMO energy: -0.277 Eh

Each line ends with the Mulliken charge.
Positions of all 20 atoms, in Å:
1 I -5.4741 -0.8497 -0.2318  -0.027
2 S -3.5874 1.2343 1.0213  -0.005
3 O -2.4652 3.6040 -0.0541  -0.517
4 N -0.5432 -0.4921 0.4286  0.298
5 N -1.2206 1.6874 0.0638  0.218
6 C -4.2233 0.8272 -0.4498  -0.304
7 C 0.4878 -0.6635 -0.5511  -1.122
8 C -0.7103 -1.6306 1.3851  -0.915
9 C -2.2761 2.4798 0.2628  0.671
10 C -1.2266 0.5536 0.7431  -0.406
11 C 0.0147 2.3805 -0.5585  -1.129
12 H 0.3667 -2.0471 1.7961  0.290
13 H -1.1511 -1.4217 2.3327  0.353
14 H 0.2919 -1.6853 -1.1152  0.289
15 H 1.5741 -0.5625 -0.1772  0.340
16 H -0.1000 3.4791 -0.3750  0.327
17 H -0.2244 2.2004 -1.5881  0.458
18 H -1.1029 -2.5375 0.8586  0.343
19 H 0.5250 -0.0542 -1.4124  0.480
20 H 0.9460 1.8113 -0.3820  0.358

3.
DFT (wB97M-V/def2-TZVPD) results for a cluster of 2 separate species, C6H9N in total.

## Properties
* charge: 0
* LUMO: -0.1 eV
* max |F|: 0.0125 Eh/bohr
* M: 95.1 g mol⁻¹
* HOMO energy: -0.305 Eh

Each line ends with the Mulliken charge.
Positions of all 16 atoms, in Å:
1 N 1.1583 1.2445 0.6644  0.133
2 C 1.4264 -0.8537 0.0669  -0.581
3 C -0.1319 0.6796 0.5345  -0.065
4 C -1.1840 1.3705 0.0881  -0.926
5 C -0.9530 -1.8036 0.3540  -1.192
6 C 0.1101 -0.7568 0.3419  1.192
7 C 2.1459 0.4436 0.2358  -0.656
8 H -0.5464 -2.7701 0.0454  0.323
9 H 0.2317 1.1344 -1.7865  -0.018
10 H 0.9566 0.9527 -1.8284  0.051
11 H 1.9232 -1.7474 -0.2962  0.386
12 H 1.2766 2.2452 0.7407  0.215
13 H -1.1539 2.4516 -0.0089  0.292
14 H -1.7831 -1.5478 -0.3147  0.300
15 H -2.1052 0.8762 -0.1982  0.258
16 H -1.3714 -1.9188 1.3611  0.287

4.
DFT (wB97M-V/def2-TZVPD) results for the molecule C6H9N.

## Properties
* charge: 0
* LUMO: 0.9 eV
* max |F|: 0.0554 Eh/bohr
* M: 95.1 g mol⁻¹
* HOMO energy: -0.275 Eh

Each line ends with the Mulliken charge.
Positions of all 16 atoms, in Å:
1 N 0.6881 0.9458 0.9462  -0.161
2 C 2.3626 -0.2219 -0.1725  -1.001
3 C -0.0155 -1.0041 0.0878  -0.598
4 C -1.0737 -0.1052 0.0857  0.659
5 C 1.0753 -0.2593 0.4981  0.328
6 C -2.4646 -0.3761 -0.3344  -1.195
7 C -0.6528 1.1628 0.5840  -0.661
8 H 2.5942 -1.1587 -0.7112  0.319
9 H -0.0062 -2.0348 -0.2465  0.420
10 H -3.0699 -0.6027 0.5482  0.236
11 H 2.0166 0.6452 -0.9581  0.240
12 H -2.8939 0.5275 -0.7680  0.315
13 H 1.3081 1.7453 1.0647  0.331
14 H -0.3904 1.8360 -0.3606  0.152
15 H 3.1256 0.2497 0.4543  0.292
16 H -2.6240 -1.1973 -1.0401  0.325

5.
DFT (wB97M-V/def2-TZVPD) results for the molecule C6H9N.

## Properties
* charge: 0
* LUMO: 1.0 eV
* max |F|: 0.0629 Eh/bohr
* M: 95.1 g mol⁻¹
* HOMO energy: -0.276 Eh

Each line ends with the Mulliken charge.
Positions of all 16 atoms, in Å:
1 N -0.9764 -1.1103 -0.3716  -0.064
2 C 1.0359 -0.2725 0.1050  0.814
3 C 0.3827 -1.3376 -0.4643  -0.860
4 C 0.0389 0.6279 0.5533  -0.743
5 C -1.1901 0.0747 0.2573  0.388
6 C -2.3376 0.9574 -0.0847  -1.052
7 C 2.5090 -0.0881 0.2742  -1.156
8 H 0.7664 -2.2717 -0.8435  0.386
9 H -1.6893 -1.6201 -0.8687  0.200
10 H 3.0584 -0.9807 -0.0344  0.308
11 H 2.8825 0.7627 -0.3095  0.255
12 H -3.2167 0.4734 -0.5513  0.304
13 H 0.1728 1.6054 1.0115  0.375
14 H -1.5145 1.4269 -0.7041  0.284
15 H -2.6657 1.6418 0.7061  0.255
16 H 2.7437 0.1107 1.3248  0.305

6.
DFT (wB97M-V/def2-TZVPD) results for the molecule C6H9N.

## Properties
* charge: 0
* LUMO: 1.1 eV
* max |F|: 0.0336 Eh/bohr
* M: 95.1 g mol⁻¹
* HOMO energy: -0.336 Eh

Each line ends with the Mulliken charge.
Positions of all 16 atoms, in Å:
1 N -1.3195 -0.3315 0.4476  -0.306
2 C -2.6988 -0.3438 0.0784  -0.606
3 C 0.9343 -0.4126 -0.2716  -0.146
4 C 2.0544 -0.0759 -0.0074  0.945
5 C -1.9798 0.9369 0.3777  -0.248
6 C 3.4228 0.3311 0.3041  -1.320
7 C -0.4400 -0.7772 -0.5834  -0.834
8 H -2.1732 1.4818 1.2999  0.225
9 H -1.6852 1.5435 -0.4807  0.225
10 H -0.5492 -1.8720 -0.6319  0.273
11 H 4.0823 -0.5419 0.3636  0.291
12 H -3.1190 -0.9586 0.8350  0.327
13 H 3.8115 1.0051 -0.4680  0.294
14 H 3.4567 0.8545 1.2659  0.294
15 H -3.0383 -0.4610 -0.9699  0.252
16 H -0.7590 -0.3785 -1.5593  0.334

7.
DFT (wB97M-V/def2-TZVPD) results for the molecule C6H9N.

## Properties
* charge: 0
* LUMO: 0.8 eV
* max |F|: 0.0918 Eh/bohr
* M: 95.1 g mol⁻¹
* HOMO energy: -0.312 Eh

Each line ends with the Mulliken charge.
Positions of all 16 atoms, in Å:
1 N -1.9043 0.0161 0.9854  -0.649
2 C 1.8512 -0.6311 0.3852  -0.204
3 C 1.7699 0.7705 0.1977  -0.367
4 C -0.1034 -0.1541 -0.8438  0.390
5 C 0.7932 -1.2719 -0.1607  -0.852
6 C -1.6327 -0.1556 -0.4633  -0.869
7 C 0.5914 1.0998 -0.3762  -0.710
8 H -1.9193 -1.1162 -0.7290  0.380
9 H -0.1297 -0.3280 -1.9152  0.417
10 H -2.2859 0.6173 -0.9415  0.366
11 H -1.8143 1.1897 1.0801  0.280
12 H 2.7520 -0.9561 0.8863  0.402
13 H 2.5104 1.3639 0.6611  0.444
14 H -1.1715 -0.3721 1.7465  0.271
15 H 0.2573 2.1920 -0.4985  0.292
16 H 0.4358 -2.2639 -0.0141  0.409

8.
DFT (wB97M-V/def2-TZVPD) results for the molecule C6H9N.

## Properties
* charge: 0
* LUMO: 0.5 eV
* max |F|: 0.0277 Eh/bohr
* M: 95.1 g mol⁻¹
* HOMO energy: -0.364 Eh

Each line ends with the Mulliken charge.
Positions of all 16 atoms, in Å:
1 N -0.3952 1.7254 1.7298  -0.233
2 C -0.2865 0.0508 -1.0197  0.158
3 C 1.2884 -0.7042 0.9750  -1.469
4 C 0.0126 1.3078 -0.2297  0.023
5 C -1.1436 1.6695 0.8349  -0.308
6 C -1.4241 -0.8689 -0.6245  -1.499
7 C 0.9933 0.1430 -0.2405  0.025
8 H 0.3908 -0.9017 1.5676  0.321
9 H -0.2092 0.2150 -2.0918  0.387
10 H 0.2990 2.2155 -0.7556  0.434
11 H -2.3684 -0.5019 -1.0453  0.372
12 H -1.5514 -0.9291 0.4615  0.340
13 H 2.0054 -0.1921 1.6272  0.379
14 H -1.2452 -1.8829 -1.0051  0.351
15 H 1.8812 0.3614 -0.8437  0.351
16 H 1.7181 -1.6669 0.6732  0.369

9.
DFT (wB97M-V/def2-TZVPD) results for a cluster of 2 separate species, C6H9N in total.

## Properties
* charge: 0
* LUMO: 0.7 eV
* max |F|: 0.0209 Eh/bohr
* M: 95.1 g mol⁻¹
* HOMO energy: -0.364 Eh

Each line ends with the Mulliken charge.
Positions of all 16 atoms, in Å:
1 N 3.2183 -1.6656 -0.8394  -0.438
2 C -2.3621 -0.0142 0.6475  -0.564
3 C 1.1461 -0.0943 -0.7522  0.798
4 C 2.2865 -0.9785 -0.8003  0.096
5 C -1.4014 -0.4221 1.4683  -0.520
6 C 0.0656 -0.3994 -1.4729  -0.910
7 C 1.2882 1.1353 0.1093  -1.193
8 H 0.0089 -1.3063 -2.0665  0.299
9 H 1.9182 1.8790 -0.3899  0.356
10 H 1.7614 0.8924 1.0668  0.334
11 H -2.7622 0.9963 0.6838  0.255
12 H 0.3089 1.5785 0.3073  0.301
13 H -2.7717 -0.6720 -0.1166  0.315
14 H -0.9701 0.2358 2.2192  0.274
15 H -0.9815 -1.4231 1.4022  0.245
16 H -0.8037 0.2497 -1.4611  0.353

10.
DFT (wB97M-V/def2-TZVPD) results for a structure of composition C6H9N.

## Properties
* charge: 0
* LUMO (alpha / beta): 0.8 / 0.8 eV
* max |F|: 0.0102 Eh/bohr
* M: 95.1 g mol⁻¹
* HOMO energy (alpha / beta): -0.285 / -0.285 Eh

Each line ends with the Mulliken charge.
Positions of all 16 atoms, in Å:
1 N -1.5468 -0.2305 0.0450  0.117
2 C -0.4428 -0.9212 -0.6103  -0.928
3 C -2.8503 -0.3482 -0.2758  -0.647
4 C 1.9992 -0.0343 -0.0130  1.284
5 C 3.3682 0.4146 0.2439  -1.313
6 C -1.6206 0.9129 0.7739  -0.681
7 C 0.8782 -0.4097 -0.2453  -0.439
8 H -1.1592 0.9798 1.7605  0.271
9 H -1.9983 1.8141 0.3084  0.287
10 H -3.1463 -0.4379 -1.3266  0.281
11 H 4.0091 -0.4288 0.5207  0.296
12 H -0.5077 -1.9942 -0.3949  0.320
13 H -3.5810 -0.5443 0.4965  0.277
14 H 3.3959 1.1435 1.0595  0.303
15 H -0.5923 -0.8020 -1.6950  0.284
16 H 3.7948 0.8863 -0.6475  0.289

11.
DFT (wB97M-V/def2-TZVPD) results for the molecule C6H9N.

## Properties
* charge: 0
* LUMO: 1.1 eV
* max |F|: 0.0059 Eh/bohr
* M: 95.1 g mol⁻¹
* HOMO energy: -0.305 Eh

Each line ends with the Mulliken charge.
Positions of all 16 atoms, in Å:
1 N -1.6072 -0.3823 -1.2031  -0.630
2 C -0.1919 1.1918 0.0632  -0.605
3 C -0.9272 -0.8301 0.0264  -0.462
4 C 0.4821 -0.1647 0.1247  0.820
5 C 0.7281 0.7425 -1.0422  -0.722
6 C 1.5955 -0.6860 0.9917  -1.401
7 C -1.5694 0.4897 -0.0170  -0.073
8 H -0.0097 2.0917 0.6446  0.377
9 H -1.2259 -1.7226 0.5694  0.446
10 H 0.3433 0.4958 -2.0267  0.267
11 H 1.2169 -1.2242 1.8677  0.385
12 H 1.7035 1.2266 -1.0147  0.296
13 H 2.2253 0.1347 1.3536  0.316
14 H 2.2407 -1.3732 0.4307  0.279
15 H -2.4744 0.8290 0.4744  0.453
16 H -2.5297 -0.8187 -1.2425  0.255

12.
DFT (wB97M-V/def2-TZVPD) results for the molecule C6H9N.

## Properties
* charge: 0
* LUMO: 0.5 eV
* max |F|: 0.0084 Eh/bohr
* M: 95.1 g mol⁻¹
* HOMO energy: -0.283 Eh

Each line ends with the Mulliken charge.
Positions of all 16 atoms, in Å:
1 N 0.8050 0.8169 0.3913  -0.173
2 C -0.3151 0.0106 -0.1606  1.656
3 C -0.9409 -0.8157 0.9919  -1.473
4 C 1.6933 -0.9364 -0.6942  -0.511
5 C -1.3670 0.9084 -0.8046  -1.600
6 C 0.3281 -1.0684 -0.9945  -0.950
7 C 1.9354 0.1996 0.0877  -0.163
8 H -1.0244 -0.2130 1.9005  0.354
9 H -0.3394 -1.7030 1.2068  0.391
10 H -1.8756 1.5150 -0.0421  0.375
11 H 0.7339 1.6880 0.8961  0.218
12 H -2.1165 0.2807 -1.2929  0.370
13 H 2.4830 -1.6195 -0.9921  0.379
14 H 2.8824 0.5920 0.4542  0.422
15 H -0.9409 1.5814 -1.5549  0.380
16 H -1.9338 -1.1555 0.6911  0.325